# 1
A structure of composition C38H39F5N3O6PS7Sn, computed with ωB97M-V/def2-TZVPD.

```
100
Properties=species:S:1:pos:R:3:forces:R:3
Sn 0.76313 3.34865 0.58292 -0.822 -0.075 -0.538
C -3.69495 -2.93868 1.92729 -0.021 -0.063 0.073
O -4.93702 -2.50902 1.41375 0.001 0.164 0.006
C -5.04415 -1.64382 0.35738 -0.154 -0.024 -0.012
C -6.31686 -1.64661 -0.21284 -0.014 -0.028 0.014
C -6.63869 -0.82242 -1.27101 0.028 0.005 0.063
C -5.66969 0.01979 -1.79780 -0.019 0.019 -0.045
C -4.40263 0.02375 -1.25158 -0.004 -0.219 -0.204
C -4.06743 -0.78489 -0.16201 0.057 -0.054 -0.058
N -2.75112 -0.73317 0.37685 -0.527 -0.080 0.036
C -1.91760 0.37034 0.36243 0.396 -0.509 0.255
N -2.60221 1.53358 0.47644 0.241 0.575 0.279
C -2.45972 2.84213 -0.07451 -0.005 -0.461 -0.137
C -1.29653 3.55103 -0.41333 0.266 -0.284 0.492
C -1.50314 4.76726 -1.08337 0.124 -0.129 -0.053
C -2.74961 5.29381 -1.33695 -0.049 0.099 -0.088
C -3.88569 4.61687 -0.92643 -0.139 0.037 -0.013
C -3.73905 3.39323 -0.31179 -0.003 0.031 -0.071
O -4.79402 2.61321 0.09471 0.033 0.350 0.021
C -6.10163 3.10597 -0.10125 -0.193 -0.033 0.043
N -0.63064 0.21031 0.38692 -0.379 0.525 -0.088
C -0.23368 -1.15563 0.18871 1.146 0.110 -0.499
C -0.35200 -1.96792 1.42016 -0.288 -0.421 -0.147
C -0.41485 -3.27662 1.60935 -0.231 0.474 0.360
C 0.51734 -3.80882 -0.62148 0.366 0.624 -0.671
C -0.27013 -2.96959 -1.52688 -0.178 -0.258 -0.132
C -0.61746 -1.72888 -1.15310 -0.145 -0.102 0.025
O -1.27104 -0.87722 -1.96204 0.139 -0.051 -0.058
C -0.62841 -0.52554 -3.19725 0.089 0.056 -0.083
H -3.94148 -3.69422 2.67160 0.018 -0.024 -0.009
H -3.13846 -2.13574 2.41133 -0.033 -0.038 -0.050
H -3.07706 -3.40738 1.15114 -0.060 0.063 -0.009
H -7.04699 -2.31928 0.21666 -0.007 -0.007 0.004
H -7.63865 -0.84293 -1.68250 -0.005 -0.002 -0.020
H -5.89704 0.66392 -2.63626 0.019 0.010 -0.019
H -3.63925 0.65994 -1.67946 0.019 -0.027 0.021
H -2.26248 -1.60995 0.40132 -0.275 0.024 0.069
H -3.59187 1.35289 0.58830 0.107 0.022 0.215
H -0.63822 5.32614 -1.41511 -0.095 -0.217 -0.106
H -2.85089 6.24773 -1.83866 0.047 0.013 0.004
H -4.86442 5.03970 -1.10458 0.006 -0.029 0.008
H -6.76575 2.34276 0.29790 -0.012 0.023 -0.034
H -6.32144 3.25544 -1.16193 0.049 -0.007 0.010
H -6.26082 4.04230 0.43943 0.037 -0.007 -0.015
H -0.36845 -1.36808 2.32274 0.065 -0.067 0.053
H -0.44716 -3.72575 2.58827 0.058 -0.188 -0.068
H 0.82748 -4.72576 -1.10982 -0.085 -0.174 0.279
H -0.51570 -3.34543 -2.50984 -0.015 0.008 -0.002
H -1.36957 0.02345 -3.77090 -0.009 -0.031 -0.017
H -0.30507 -1.40815 -3.74870 -0.047 -0.003 0.013
H 0.23125 0.11494 -2.99401 -0.007 -0.051 0.028
F 8.72574 0.28816 -0.23359 0.111 -0.018 0.041
C 7.39253 0.32147 -0.37998 -0.010 -0.055 -0.013
C 6.81467 -0.04160 -1.58591 -0.069 0.014 0.023
F 7.60148 -0.41744 -2.60192 0.048 -0.044 -0.044
C 5.44347 -0.00901 -1.74260 0.100 0.106 0.183
F 4.91008 -0.36727 -2.91747 0.045 -0.015 -0.089
C 4.58329 0.42001 -0.71359 -0.557 0.005 -0.234
O 3.29033 0.48317 -0.88028 0.999 0.175 -0.056
C 5.21285 0.75566 0.49736 -0.049 0.126 -0.222
F 4.43738 1.15670 1.51993 -0.020 0.078 0.206
C 6.57931 0.70926 0.67035 -0.045 -0.075 -0.215
F 7.12123 1.02733 1.84980 0.110 0.084 0.190
C 4.56767 7.30321 -1.60753 -0.236 0.048 0.225
S 4.08361 7.38385 0.14203 0.160 0.043 -0.036
C 2.36067 7.69587 0.02835 -0.034 -0.153 0.133
C 1.40975 6.78859 -0.28968 -0.071 0.313 0.195
S 1.74725 5.20438 -0.93709 0.284 -0.393 -0.058
S -0.24264 7.38752 -0.16561 0.191 0.389 0.124
C 0.12237 9.01680 0.32681 0.149 -0.023 -0.031
S -1.02041 10.15913 0.57565 -0.090 0.002 0.056
S 1.82203 9.29928 0.49018 -0.105 -0.276 -0.127
H 5.65497 7.25620 -1.61020 -0.014 -0.028 -0.057
H 4.23220 8.20241 -2.11831 0.061 -0.007 -0.065
H 4.14097 6.41335 -2.06372 0.076 0.010 -0.057
C 4.29065 -1.94389 1.86973 -0.317 -0.184 -0.051
C 3.52352 -3.22298 2.16572 0.250 0.168 0.180
C 3.10475 -3.28355 3.62336 -0.008 -0.118 -0.181
O 2.27837 -3.31891 1.40929 -0.014 0.016 -0.221
P 2.15731 -2.94147 -0.14902 -0.021 -0.276 0.307
S 3.53641 -3.73462 -1.24982 -0.310 0.431 -0.014
S 1.69375 -0.89411 -0.20626 -0.534 0.130 0.260
O -0.38749 -4.23068 0.54667 0.483 0.050 0.491
C -0.30970 -5.66371 0.97632 -0.111 -0.819 0.087
C 1.09126 -6.10664 1.33310 0.073 0.308 0.017
C -0.96566 -6.49965 -0.10417 -0.056 0.326 -0.050
H 5.28015 -1.99864 2.32268 0.011 -0.012 0.036
H 3.76137 -1.07915 2.27131 0.043 0.010 -0.064
H 4.42296 -1.80900 0.79623 0.134 0.041 0.054
H 4.13052 -4.09034 1.89141 -0.086 -0.008 -0.047
H 2.45836 -2.43299 3.84230 0.001 0.004 0.053
H 3.98329 -3.22824 4.26463 0.016 -0.005 0.013
H 2.56840 -4.20658 3.84887 0.000 -0.012 0.029
H -0.93876 -5.68745 1.86627 -0.050 0.192 -0.044
H 1.77971 -6.02297 0.49099 0.002 -0.002 -0.018
H 1.05882 -7.15102 1.64111 -0.122 -0.034 -0.036
H 1.48898 -5.52025 2.15754 0.044 0.001 -0.013
H -0.36160 -6.55607 -1.00909 0.040 -0.028 0.015
H -1.94336 -6.09119 -0.35830 -0.019 -0.044 -0.023
H -1.10120 -7.51059 0.27592 0.029 -0.013 0.022
```
Forces are in eV/Å.

M in g/mol: 1102.89
Spin multiplicity: 1
Gap between HOMO and LUMO in eV: 5.79
Largest force on an atom in eV Å⁻¹: 1.254
LUMO in eV: -0.98
Charge: 0

Mulliken atomic charge list, values in e, 99 entries:
1 Sn 0.5196
2 C -0.5437
3 O -0.5307
4 C -0.0361
5 C -0.4901
6 C -0.6277
7 C -1.0937
8 C 0.4807
9 C 0.2759
10 N -0.0216
11 C -0.0254
12 N -0.3482
13 C 0.3030
14 C -1.2038
15 C -0.9750
16 C -1.6089
17 C -0.2443
18 C 1.0605
19 O -0.3791
20 C -1.1162
21 N -0.1359
22 C -0.2209
23 C 0.2126
24 C -1.3195
25 C -0.5686
26 C -2.2181
27 C 0.7295
28 O 0.0855
29 C -0.9799
30 H 0.3517
31 H 0.3453
32 H 0.0577
33 H 0.4704
34 H 0.4048
35 H 0.4870
36 H 0.4895
37 H -0.0547
38 H 0.3725
39 H 1.7025
40 H 0.4629
41 H 0.4439
42 H 0.2778
43 H 0.4082
44 H 0.4216
45 H 0.4561
46 H 0.7264
47 H 1.5148
48 H 0.5441
49 H 0.2371
50 H 0.3606
51 H 0.3428
52 F -0.3319
53 C 0.6074
54 C 0.2361
55 F -0.3218
56 C 0.3269
57 F -0.3676
58 C 0.0191
59 O -0.9438
60 C 0.2626
61 F -0.4326
62 C 0.3571
63 F -0.3413
64 C -0.7416
65 S -0.0534
66 C 0.0163
67 C 0.1429
68 S -0.3443
69 S 0.1411
70 C 0.0826
71 S -0.2523
72 S -0.1122
73 H 0.3165
74 H 0.2748
75 H 0.2394
76 C -1.2826
77 C 0.4813
78 C -1.5547
79 O -0.0650
80 P 0.4415
81 S -0.3356
82 S 0.7438
83 O 0.3460
84 C 0.2644
85 C -0.8632
86 C -1.4611
87 H 0.5619
88 H 0.3613
89 H 0.0173
90 H 0.2614
91 H 0.2883
92 H 0.4806
93 H 0.3704
94 H 0.3927
95 H 0.2494
96 H 0.5976
97 H -0.0819
98 H 0.3729
99 H 0.3361

# 2
A structure of composition C32H35BrCdN3OS2, computed with ωB97M-V/def2-TZVPD.

```
75
Properties=species:S:1:pos:R:3:forces:R:3
Cd -0.74547 -0.19907 -0.52025 -1.200 0.859 -0.028
O -3.76120 2.95333 -4.02899 -1.828 3.103 -2.582
C -2.71203 2.90692 -3.20315 0.095 0.289 0.282
C -1.93653 4.03367 -2.96530 0.868 0.927 0.728
C -0.89751 3.95748 -2.06037 0.749 -1.545 -0.798
N -0.55976 2.74307 -1.47152 0.553 3.999 0.279
C -1.40533 1.76113 -1.60133 0.077 -3.339 -0.004
Br -2.17474 -1.79917 -2.04662 -0.629 -0.362 -0.693
C -2.46018 1.73914 -2.54194 -1.101 -0.896 0.731
H -3.90215 3.92152 -4.43860 0.732 -3.258 1.548
H -2.08342 5.00584 -3.43094 -0.412 -0.206 -0.224
H -0.22525 4.84303 -1.99332 -0.384 -0.889 0.452
H -3.19441 0.85674 -2.65599 1.587 1.397 0.230
C 2.26341 -2.14952 2.84142 -0.957 -0.072 0.083
C 1.78689 -0.79816 3.34147 -0.181 -0.162 -0.839
C 1.51586 -0.55075 4.70719 1.139 0.018 -0.823
C 1.21104 0.71756 5.13885 -0.643 -0.145 0.443
C 1.09189 1.74805 4.24838 0.637 -0.263 -0.470
C 1.31013 1.53510 2.89145 0.051 0.183 0.034
C 1.31684 2.77906 2.03083 0.794 0.242 -0.689
C 1.55749 0.20882 2.39817 -0.808 3.234 0.550
N 1.44470 0.03955 0.96741 1.421 -2.015 0.517
C 2.52586 -0.13033 0.29127 -0.987 0.884 0.365
C 3.83252 0.48664 0.69249 -0.051 0.877 1.047
C 2.46262 -0.77988 -1.04485 -0.046 0.704 -1.834
C 3.79861 -1.18895 -1.61254 -0.048 0.188 -0.085
N 1.36405 -0.80817 -1.68365 -0.063 -0.129 0.720
C 1.12554 -1.28121 -2.99507 0.765 -0.084 -2.228
C 1.40483 -0.46601 -4.17189 -0.888 -1.074 1.440
C 2.16091 0.82501 -4.17367 0.135 -0.115 -0.963
C 0.82437 -0.84694 -5.39319 -0.002 -0.932 0.935
C 0.28695 -2.10567 -5.56056 -0.588 -1.408 1.487
C 0.19081 -3.00005 -4.44709 0.072 0.696 -1.128
C 0.53464 -2.56732 -3.16489 0.770 0.325 -1.091
C 0.44915 -3.62175 -2.12451 -0.114 -0.441 0.683
H 1.83989 -2.82020 3.62715 0.986 -0.274 -0.893
H 3.37554 -2.17378 2.70173 -0.912 -0.228 0.456
H 1.78576 -2.38761 1.84860 0.379 0.121 1.062
H 1.71775 -1.30885 5.44475 -0.138 -0.434 -0.019
H 0.99586 0.97957 6.16449 0.149 -0.489 0.296
H 0.92769 2.71480 4.69638 -0.161 0.424 -0.500
H 2.16856 3.48877 2.23308 -0.399 -0.964 0.187
H 0.44740 3.38851 2.27298 -0.268 -0.159 -0.515
H 1.41698 2.54169 0.95319 -0.643 0.278 0.490
H 3.59403 1.15634 1.55246 0.427 -0.408 -0.647
H 4.29402 1.09726 -0.10817 -0.440 -0.421 0.252
H 4.57125 -0.21821 1.03860 0.325 -0.373 0.056
H 4.34565 -1.66803 -0.82089 0.513 -0.220 0.352
H 4.38152 -0.30040 -1.93485 -0.372 -0.555 0.061
H 3.70659 -1.90900 -2.41958 -0.177 0.170 -0.235
H 2.83507 1.02004 -3.38718 0.580 -0.147 1.371
H 1.48604 1.64235 -4.19961 -0.811 0.958 0.088
H 2.78720 0.93540 -5.07052 -0.287 -0.332 -0.007
H 0.70077 -0.15162 -6.19157 0.553 0.526 -0.516
H -0.12889 -2.41852 -6.50995 0.027 0.096 -0.052
H -0.22100 -4.04269 -4.54711 0.429 1.334 -0.077
H 0.21089 -3.25561 -1.13094 -0.112 0.109 0.087
H 1.38846 -4.18562 -2.04999 0.017 0.072 -0.098
H -0.34497 -4.31542 -2.43137 0.248 0.151 0.365
S -4.44919 0.51639 1.24595 -0.490 0.877 -0.191
C -3.76989 -0.00259 2.72889 2.249 -0.691 1.523
C -4.12768 0.45399 4.00275 -0.954 0.041 0.387
C -3.44828 0.13707 5.18860 0.447 -0.166 -0.716
C -2.27228 -0.61100 5.06199 0.319 0.900 0.465
C -1.84359 -1.02683 3.81551 -0.034 0.024 0.772
C -2.60077 -0.80721 2.66422 0.801 -0.313 0.124
S -1.94561 -1.65763 1.27496 -0.091 0.251 -0.401
H -5.04644 1.02715 4.06930 0.049 0.202 -0.005
H -3.72733 0.51572 6.17773 -0.204 -0.067 -0.549
H -1.60142 -0.67276 5.92850 -0.301 -0.362 -0.274
H -0.86467 -1.49339 3.68879 -0.465 -0.017 0.131
C -5.12588 -1.02055 0.66267 -0.145 -1.077 -1.321
H -4.59276 -1.34983 -0.27226 -0.432 0.223 0.976
H -6.14361 -0.72470 0.41771 -0.280 -0.553 -0.146
H -5.12375 -1.86173 1.39434 0.104 0.904 -0.416
```
Forces are in eV/Å.

M in g/mol: 734.10
Spin multiplicity: 1
Gap between HOMO and LUMO in eV: 5.60
Largest force on an atom in eV Å⁻¹: 4.431
LUMO in eV: 1.74
Charge: -1

The molecule's Mulliken atomic charges, reported in e, are given here:
1 Cd 1.7079
2 O -0.5656
3 C 1.2889
4 C -0.5729
5 C -0.7688
6 N -0.3746
7 C -0.3865
8 Br -0.7801
9 C -0.0972
10 H 0.3161
11 H 0.2355
12 H 0.2637
13 H 0.0930
14 C -1.4415
15 C 0.7356
16 C -0.7491
17 C -0.6336
18 C -0.4978
19 C 1.5338
20 C -1.8703
21 C -0.6436
22 N 0.4459
23 C 0.1813
24 C -1.6659
25 C 0.8416
26 C -1.8103
27 N -0.0540
28 C -0.3092
29 C 1.0154
30 C -1.8350
31 C -0.8005
32 C -0.6696
33 C -0.7442
34 C 1.5490
35 C -1.6429
36 H 0.5113
37 H 0.2547
38 H 0.1450
39 H 0.3848
40 H 0.3954
41 H 0.4201
42 H 0.2802
43 H 0.5284
44 H 0.1570
45 H 0.3541
46 H 0.3975
47 H 0.3694
48 H 0.5248
49 H 0.3222
50 H 0.4050
51 H 0.3152
52 H 0.3426
53 H 0.4090
54 H 0.4389
55 H 0.3735
56 H 0.2523
57 H 0.1685
58 H 0.3519
59 H 0.4868
60 S -0.0562
61 C -0.2009
62 C -0.2866
63 C -0.6750
64 C -0.4983
65 C -0.7866
66 C 0.5163
67 S -0.4959
68 H 0.3881
69 H 0.3388
70 H 0.3103
71 H 0.4666
72 C -0.6281
73 H 0.0819
74 H 0.3692
75 H 0.2732

> Which formula does entry 1 have?

C38H39F5N3O6PS7Sn

> Look up the LUMO of the first one.

-0.98 eV

> Which formula does entry 1 have?

C38H39F5N3O6PS7Sn